(1)
{
  "formula": "C5H14",
  "method": "ωB97M-V/def2-TZVPD",
  "elements": ["C", "C", "H", "H", "H", "H", "H", "H", "C", "C", "C", "H", "H", "H", "H", "H", "H", "H", "H"],
  "coordinates": [[-1.018, -1.303, -1.411], [-0.684, -0.183, -2.265], [-1.647, -0.921, -0.670], [-1.583, -2.095, -1.908], [-0.085, -1.917, -1.146], [-1.435, 0.606, -2.428], [0.158, 0.261, -1.793], [-0.525, -0.379, -3.410], [0.415, 0.567, 1.932], [0.516, 1.777, 0.947], [0.852, -0.724, 1.249], [-0.699, 0.426, 2.372], [0.873, 0.663, 2.915], [1.623, 1.994, 0.837], [0.151, 1.522, 0.061], [0.047, -1.447, 1.216], [-0.033, 2.750, 1.266], [1.648, -1.064, 1.940], [1.427, -0.534, 0.297]],
  "forces_ev_per_angstrom": [[0.6, -3.6, -1.0], [0.1, 1.6, -4.1], [-0.4, 0.0, 2.1], [-0.4, 0.2, -0.2], [-1.3, 1.3, 0.4], [-0.2, -0.3, 0.9], [1.0, 0.9, -0.3], [0.5, -0.3, 2.1], [-3.6, 0.5, 0.6], [1.9, 2.1, 5.1], [2.0, 0.4, 0.8], [2.0, 0.4, -1.5], [0.8, 0.6, -0.4], [-1.2, 0.0, 0.0], [-1.6, -1.2, -3.8], [0.2, -0.2, -0.5], [1.1, -1.7, -0.2], [-0.4, -0.7, -0.5], [-1.1, -0.3, 0.7]],
  "lowdin_charge": [-0.21, -0.21, 0.05, 0.07, 0.10, 0.07, 0.03, 0.11, -0.32, -0.11, -0.15, 0.13, 0.08, 0.09, -0.03, 0.05, 0.10, 0.07, 0.09],
  "total_charge": 0,
  "e_tot_ha": -198.82685,
  "orbital_gap_ha": 0.437,
  "smiles": "CCC.CC",
  "spin_multiplicity": 1
}

(2)
{
  "formula": "C6H5Cl3N2O",
  "method": "ωB97M-V/def2-TZVPD",
  "elements": ["C", "C", "C", "C", "C", "C", "N", "N", "O", "Cl", "Cl", "Cl", "H", "H", "H", "H", "H"],
  "coordinates": [[-1.605, -0.927, -0.287], [0.750, 0.046, -0.034], [-2.087, 0.264, 0.059], [0.221, 1.166, 0.505], [-1.301, 1.436, 0.499], [-0.127, -1.179, -0.221], [2.545, -0.963, -1.174], [2.367, -0.196, -0.236], [3.098, 0.404, 0.526], [-3.796, 0.420, 0.036], [1.239, 2.603, 0.573], [0.150, -2.258, 1.313], [-2.159, -1.747, -0.562], [-1.595, 2.220, -0.121], [-1.607, 1.711, 1.436], [0.352, -1.894, -1.068], [3.556, -1.106, -1.245]],
  "forces_ev_per_angstrom": [[2.6, 2.0, 0.5], [0.4, -0.4, 1.0], [0.0, -1.7, -0.3], [0.6, 0.4, -2.5], [1.9, -2.2, -0.7], [2.0, -1.6, -0.9], [1.0, -1.0, -1.0], [-4.5, 1.6, 1.4], [0.7, -0.4, -0.1], [-0.5, 0.5, 0.1], [-0.8, -0.3, 0.5], [-0.1, 0.3, -0.6], [-1.5, -1.5, -0.5], [0.2, 1.7, -1.3], [-0.7, 0.7, 2.6], [-1.5, 2.0, 1.9], [0.1, 0.0, -0.1]],
  "lowdin_charge": [-0.17, -0.18, -0.67, -0.51, -0.18, -0.54, 0.16, -0.36, -0.02, 0.72, 0.70, 0.53, 0.08, 0.10, 0.10, 0.14, 0.10],
  "total_charge": 0,
  "e_tot_ha": -1796.81606,
  "orbital_gap_ha": 0.360,
  "smiles": "[H]/N=[N+](\\[O-])C1=C(Cl)CC(Cl)=C[C@@H]1Cl",
  "spin_multiplicity": 1
}

(3)
{
  "formula": "C5H6N2O",
  "method": "ωB97M-V/def2-TZVPD",
  "elements": ["C", "C", "C", "C", "C", "H", "H", "H", "H", "H", "H", "N", "N", "O"],
  "coordinates": [[-0.969, -1.618, 0.404], [0.308, 0.923, -0.306], [0.436, 2.351, -0.742], [1.179, 0.413, 0.619], [2.235, -0.079, 1.076], [-1.252, -2.721, 0.001], [-1.391, -1.446, 1.475], [0.077, -1.836, 0.187], [-2.318, -0.800, -1.111], [-0.270, 2.671, -1.467], [3.076, -0.856, 1.419], [-1.404, -0.650, -0.614], [-0.819, 0.515, -0.950], [1.111, 3.134, 0.007]],
  "forces_ev_per_angstrom": [[-1.1, -2.6, -1.2], [-4.2, 2.0, -4.0], [3.1, 1.7, 5.5], [5.1, -3.1, 2.2], [-1.4, -1.0, -0.4], [-0.5, 2.5, 1.1], [1.3, -0.2, -1.9], [0.3, 0.9, 1.3], [1.6, 0.3, 0.9], [-0.4, 0.5, -1.2], [-2.4, 2.6, -0.8], [-1.1, 0.2, -0.8], [1.7, -1.6, 2.7], [-2.1, -2.2, -3.3]],
  "lowdin_charge": [-0.10, -0.30, -0.17, -0.13, 0.13, 0.12, 0.12, 0.06, 0.15, 0.10, 0.10, -0.13, 0.07, -0.02],
  "total_charge": 0,
  "e_tot_ha": -378.68096,
  "orbital_gap_ha": 0.314,
  "smiles": "C#C/C(C=O)=N\\NC",
  "spin_multiplicity": 1
}

(4)
{
  "formula": "C3H2O2S",
  "method": "ωB97M-V/def2-TZVPD",
  "elements": ["C", "C", "C", "O", "O", "S", "H", "H"],
  "coordinates": [[0.263, 1.540, -0.242], [4.235, 0.012, 0.057], [-0.655, 0.561, -0.274], [1.170, 2.252, -0.102], [4.171, 0.797, 0.870], [4.298, -1.066, -0.990], [-1.024, 0.265, -1.193], [-1.181, 0.230, 0.644]],
  "forces_ev_per_angstrom": [[-0.3, -1.6, 0.9], [-0.1, 0.5, 0.7], [0.9, 1.6, 1.9], [-0.6, 0.0, -0.4], [-0.1, 1.9, 1.8], [0.2, -2.4, -2.5], [-0.6, -0.5, -1.7], [0.7, 0.5, -0.7]],
  "lowdin_charge": [-0.25, -0.96, 0.00, 0.16, 0.13, 0.83, 0.02, 0.07],
  "total_charge": 0,
  "e_tot_ha": -664.15602,
  "orbital_gap_ha": 0.365,
  "smiles": "C=C=O.O=C=S",
  "spin_multiplicity": 1
}

(5)
{
  "formula": "C27H21CaFN4O5",
  "method": "ωB97M-V/def2-TZVPD",
  "elements": ["Ca", "O", "C", "C", "C", "C", "C", "C", "C", "O", "N", "N", "C", "C", "C", "C", "C", "C", "N", "H", "H", "H", "H", "H", "H", "H", "H", "H", "H", "C", "C", "C", "C", "C", "C", "C", "F", "C", "C", "C", "O", "C", "C", "N", "C", "C", "O", "O", "H", "H", "H", "H", "H", "H", "H", "H", "H", "H", "H"],
  "coordinates": [[-0.243, -0.081, 0.182], [4.383, -0.137, 3.184], [3.348, -0.040, 4.049], [3.566, 0.086, 5.419], [2.510, 0.169, 6.307], [1.206, 0.135, 5.840], [0.980, -0.003, 4.487], [2.030, -0.103, 3.574], [1.632, -0.295, 2.163], [0.498, -0.786, 1.940], [2.491, 0.036, 1.188], [1.883, 0.036, 0.020], [2.472, 0.074, -1.123], [1.611, 0.069, -2.280], [2.087, 0.062, -3.601], [1.178, 0.017, -4.640], [-0.182, -0.001, -4.357], [-0.567, 0.019, -3.026], [0.292, 0.041, -2.029], [5.220, -0.092, 3.666], [4.584, 0.113, 5.792], [2.703, 0.254, 7.366], [0.374, 0.212, 6.524], [-0.027, -0.036, 4.095], [3.556, 0.080, -1.243], [3.149, 0.089, -3.794], [1.517, 0.000, -5.664], [-0.918, -0.034, -5.145], [-1.614, 0.017, -2.745], [-7.569, -0.263, 1.708], [-7.052, -0.122, 0.275], [-7.887, -0.920, -0.725], [-7.729, -2.417, -0.482], [-6.274, -2.785, -0.464], [-5.881, -4.075, -0.744], [-4.529, -4.412, -0.736], [-4.184, -5.689, -0.994], [-3.558, -3.475, -0.497], [-3.937, -2.160, -0.202], [-2.886, -1.174, 0.050], [-1.694, -1.475, -0.137], [-3.358, 0.095, 0.512], [-4.692, 0.350, 0.560], [-5.653, -0.529, 0.194], [-5.302, -1.811, -0.151], [-2.380, 1.166, 1.037], [-2.642, 1.650, 2.125], [-1.423, 1.452, 0.274], [-8.609, 0.048, 1.751], [-6.993, 0.367, 2.379], [-7.493, -1.287, 2.060], [-7.091, 0.939, -0.001], [-7.564, -0.677, -1.740], [-8.933, -0.632, -0.625], [-8.241, -2.988, -1.261], [-8.185, -2.687, 0.476], [-6.615, -4.837, -0.964], [-2.506, -3.719, -0.521], [-5.036, 1.318, 0.897]],
  "forces_ev_per_angstrom": [[0.8, -0.9, -1.0], [0.3, 0.0, -0.1], [-0.3, 0.0, 0.2], [0.1, 0.0, 0.0], [0.0, 0.0, -0.1], [-0.1, 0.0, 0.1], [0.1, 0.0, 0.0], [0.2, 0.0, 0.1], [0.7, -0.2, -0.1], [0.4, -0.9, 2.2], [1.3, 0.4, 0.8], [1.8, -0.2, -1.2], [0.8, 0.0, 0.9], [-0.3, 0.0, -1.1], [0.0, 0.0, 0.5], [-0.2, 0.0, 0.1], [0.1, 0.0, 0.0], [-0.2, 0.0, -0.5], [0.6, 0.1, -0.9], [-0.2, 0.0, 0.0], [0.1, 0.0, 0.0], [0.1, 0.0, 0.1], [0.0, 0.0, 0.0], [0.0, 0.0, 0.0], [0.0, 0.0, 0.1], [0.1, 0.0, 0.0], [0.1, 0.0, -0.1], [-0.1, 0.0, 0.0], [-0.1, 0.0, 0.0], [0.1, 0.1, -0.2], [-0.7, 0.2, 0.1], [0.1, 0.0, 0.1], [-0.1, 0.1, 0.0], [-0.1, -0.1, 0.0], [0.2, 0.1, 0.1], [0.2, 0.3, 0.0], [0.0, 0.1, 0.0], [-0.2, -0.3, -0.1], [-0.2, 0.0, 0.0], [-1.4, 0.0, -0.1], [-1.5, -1.9, -0.4], [0.5, 0.0, 0.2], [0.0, -0.2, -0.1], [0.4, 0.5, 0.0], [0.5, -0.6, -0.2], [-1.8, 0.4, 0.4], [-0.1, 0.1, 0.4], [-1.7, 3.1, -0.4], [-0.1, 0.0, 0.0], [0.1, 0.1, 0.1], [0.0, -0.1, 0.0], [0.1, -0.2, 0.0], [0.0, 0.0, 0.0], [0.0, 0.1, 0.0], [0.0, 0.0, 0.1], [-0.1, 0.0, -0.1], [0.0, 0.0, 0.0], [0.0, -0.1, 0.0], [-0.1, 0.0, 0.1]],
  "lowdin_charge": [1.42, 0.06, -0.26, -0.03, -0.09, -0.09, -0.01, -0.07, -0.44, -0.17, 0.08, -0.16, -0.07, -0.25, -0.01, -0.06, -0.05, -0.12, 0.00, 0.11, 0.11, 0.10, 0.10, 0.12, 0.13, 0.11, 0.11, 0.10, 0.12, -0.02, -0.31, -0.13, -0.13, -0.13, 0.05, -0.25, 0.07, 0.08, -0.04, -0.30, -0.13, -0.02, 0.04, 0.01, -0.07, -0.67, 0.06, -0.19, 0.09, 0.08, 0.08, 0.15, 0.13, 0.12, 0.12, 0.12, 0.13, 0.14, 0.15],
  "total_charge": 0,
  "e_tot_ha": -2414.30476,
  "orbital_gap_ha": 0.271,
  "spin_multiplicity": 1
}

(6)
{
  "formula": "C3H3NO2",
  "method": "ωB97M-V/def2-TZVPD",
  "elements": ["C", "C", "C", "H", "H", "H", "N", "O", "O"],
  "coordinates": [[0.723, 0.084, -0.051], [-0.191, 1.176, 0.055], [-1.407, -0.614, -0.099], [2.517, 0.689, -0.016], [0.218, 2.158, 0.311], [-1.884, -1.588, 0.417], [-1.518, 0.615, -0.065], [2.010, -0.239, -0.026], [-0.132, -0.942, 0.065]],
  "forces_ev_per_angstrom": [[-4.8, 1.5, 1.6], [1.8, -2.0, -1.0], [0.7, -4.3, 3.2], [-1.4, -3.1, -0.1], [-1.3, 0.0, -0.6], [-0.5, 2.7, -2.1], [-0.2, 5.5, 0.6], [1.6, 3.5, 0.0], [4.1, -3.8, -1.5]],
  "lowdin_charge": [-0.38, -0.03, -0.27, 0.20, 0.10, 0.20, 0.07, 0.10, 0.03],
  "total_charge": 0,
  "e_tot_ha": -321.25511,
  "orbital_gap_ha": 0.335,
  "smiles": "Oc1cnco1",
  "spin_multiplicity": 1
}